# 1
Below is a molecular structure, C24H22Cl3CoGeN3O5P, with properties calculated with ωB97M-V with the def2-TZVPD basis set.

Highest occupied orbital energy (spin up / spin down)   -9.212 / -9.212 eV
Gap between HOMO and LUMO (spin up / spin down)   8.03 / 8.03 eV
LUMO energy (spin up / spin down)   -0.0435 / -0.0433 Ha

Last column: natural (NBO) charge in e.
Positions of all 60 atoms, in Å:
Co 0.056 0.202 0.225  0.719
O 3.798 1.580 -0.152  -0.616
C 2.595 1.519 -0.075  0.799
O 1.949 0.460 0.333  -0.792
C 1.700 2.676 -0.495  -0.863
P 0.056 2.481 0.290  1.082
C -1.029 3.446 -0.793  -0.380
C -1.032 3.170 -2.158  -0.141
C -1.868 3.869 -3.014  -0.229
C -2.705 4.852 -2.510  -0.195
C -2.715 5.122 -1.149  -0.211
C -1.888 4.416 -0.290  -0.166
C 0.259 3.463 1.800  -0.380
C -0.026 2.958 3.056  -0.105
C 0.211 3.719 4.193  -0.224
C 0.721 5.000 4.076  -0.189
C 0.990 5.526 2.818  -0.202
C 0.763 4.763 1.688  -0.199
H 1.613 2.635 -1.584  0.258
H 2.167 3.627 -0.240  0.260
H -0.391 2.397 -2.565  0.201
H -1.863 3.645 -4.072  0.218
H -3.355 5.404 -3.176  0.217
H -3.376 5.880 -0.751  0.217
H -1.919 4.609 0.772  0.233
H -0.465 1.983 3.156  0.218
H -0.011 3.302 5.166  0.222
H 0.906 5.594 4.961  0.217
H 1.380 6.530 2.719  0.217
H 0.974 5.185 0.713  0.216
O -2.179 -2.170 -0.915  -0.564
C -2.592 -1.139 -0.447  0.675
N -1.848 -0.059 0.053  -0.715
C -2.715 0.918 0.520  0.678
O -2.384 1.966 1.039  -0.613
C -4.112 0.462 0.289  -0.063
C -5.320 1.074 0.559  -0.191
C -6.469 0.375 0.211  -0.198
C -6.397 -0.885 -0.384  -0.197
C -5.173 -1.488 -0.650  -0.165
C -4.040 -0.783 -0.297  -0.136
H -5.361 2.049 1.023  0.231
H -7.440 0.812 0.403  0.217
H -7.314 -1.398 -0.642  0.217
H -5.103 -2.464 -1.109  0.231
Cl -1.820 -0.102 3.504  -0.399
Ge -0.209 -0.761 2.242  1.186
Cl -0.522 -2.878 2.252  -0.400
Cl 1.584 -0.509 3.409  -0.402
C 3.525 -3.215 0.409  -0.425
N 2.508 -2.204 0.241  -0.605
C 1.308 -2.434 -0.272  0.825
N 1.000 -3.649 -0.784  -0.813
O 0.403 -1.562 -0.349  -0.701
H 4.433 -2.731 0.759  0.234
H 3.750 -3.710 -0.539  0.200
H 3.233 -3.965 1.149  0.199
H 2.653 -1.240 0.544  0.468
H 1.538 -4.458 -0.523  0.397
H 0.012 -3.775 -0.955  0.433

***

# 2
Below is a molecular structure, C22H27AuNO3P2, with properties calculated with ωB97M-V with the def2-TZVPD basis set.

Total charge   +1
Highest occupied orbital energy (spin up / spin down)   -7.752 / -10.718 eV
Gap between HOMO and LUMO (spin up / spin down)   3.30 / 5.71 eV
Spin multiplicity   3
LUMO energy (spin up / spin down)   -0.1637 / -0.1842 Ha

Last column: Mulliken spin population.
Positions of all 56 atoms, in Å:
C 0.131 -3.600 0.810  0.079
C 0.492 -2.272 0.639  0.059
C 0.696 -1.790 -0.701  0.056
C 0.304 -2.601 -1.829  0.024
C -0.181 -3.911 -1.577  0.172
C -0.231 -4.405 -0.287  0.065
C 0.416 -2.035 -3.104  0.376
C 0.932 -0.749 -3.286  0.023
C 1.385 -0.034 -2.113  0.045
C 1.950 1.273 -2.237  0.158
C 2.047 1.841 -3.500  0.079
C 1.571 1.171 -4.642  0.111
C 1.028 -0.100 -4.544  0.230
H 0.112 -4.020 1.817  0.019
H -0.496 -4.512 -2.431  0.003
H -0.559 -5.429 -0.100  0.008
H 0.074 -2.601 -3.970  -0.009
H 2.485 2.836 -3.593  0.011
H 1.634 1.668 -5.611  0.010
H 0.655 -0.631 -5.422  0.004
N 1.255 -0.586 -0.901  0.405
Au -1.753 0.945 2.789  0.003
C 0.775 -1.326 1.794  -0.006
H 0.984 -0.335 1.356  0.006
H 1.681 -1.656 2.333  0.008
C 2.415 1.996 -0.994  0.020
H 3.270 1.470 -0.540  0.009
H 2.694 3.030 -1.235  0.003
P -0.514 -1.025 3.086  0.006
P 1.141 2.039 0.349  0.025
C -0.059 3.117 -0.532  0.011
H -0.856 3.389 0.172  -0.001
H 0.452 4.023 -0.885  0.003
H -0.497 2.576 -1.380  -0.005
C 1.916 3.339 1.381  -0.001
H 2.283 4.166 0.759  0.001
H 1.167 3.703 2.095  0.001
H 2.747 2.888 1.938  -0.001
C -1.635 -2.438 3.204  0.005
H -1.101 -3.349 3.509  -0.001
H -2.406 -2.205 3.952  0.000
H -2.122 -2.605 2.235  -0.006
C 0.398 -0.990 4.649  0.000
H -0.318 -1.064 5.478  0.000
H 1.107 -1.829 4.705  0.000
H 0.947 -0.043 4.736  0.000
C -2.622 2.670 2.854  0.001
O -3.083 3.726 2.914  0.000
H -1.954 0.265 1.105  -0.001
C -3.524 1.206 -0.680  -0.001
C -2.257 0.446 -0.892  -0.010
O -1.648 0.398 -1.947  0.002
O -1.803 -0.256 0.197  0.003
H -4.260 0.602 -0.133  0.000
H -3.925 1.476 -1.664  0.000
H -3.341 2.137 -0.123  0.000

***

# 3
Below is a molecular structure, C15H17N4O16P4ScSe, with properties calculated with ωB97M-V with the def2-TZVPD basis set.

Total charge   -2
Highest occupied orbital energy   -2.430 eV
Gap between HOMO and LUMO   6.70 eV
LUMO energy   0.1569 Ha

Last column: natural (NBO) charge in e.
Positions of all 58 atoms, in Å:
Sc 0.030 -0.514 0.152  1.778
O -2.378 -2.063 -3.044  -0.600
C -1.413 -1.720 -2.388  0.668
N -1.104 -2.050 -1.094  -0.772
C -1.595 -3.219 -0.598  0.651
O -1.993 -4.195 -1.212  -0.608
C -1.588 -3.261 0.912  0.142
C -2.004 -4.411 1.566  -0.224
C -2.041 -4.405 2.948  -0.176
C -1.671 -3.250 3.617  -0.249
C -1.259 -2.150 2.883  0.078
N -1.214 -2.154 1.550  -0.435
C -0.378 -0.806 -2.994  0.119
C -0.307 -0.638 -4.363  -0.239
C 0.760 0.086 -4.879  -0.162
C 1.693 0.621 -4.012  -0.225
C 1.513 0.447 -2.648  0.124
N 0.494 -0.251 -2.148  -0.492
H -2.281 -5.266 0.966  0.240
H -2.353 -5.286 3.497  0.201
H -1.679 -3.196 4.697  0.209
H -0.940 -1.235 3.359  0.240
H -1.058 -1.106 -4.983  0.233
H 0.871 0.211 -5.949  0.204
H 2.563 1.153 -4.368  0.236
H 2.204 0.866 -1.935  0.243
O 1.130 0.233 4.390  -1.033
P 1.093 0.867 2.931  2.604
O 1.151 2.357 3.008  -1.183
O -0.076 0.290 2.160  -1.173
O 2.443 0.287 2.264  -1.082
P 2.536 -1.324 2.008  2.591
O 3.998 -1.521 1.472  -1.027
O 2.313 -1.985 3.321  -1.164
O 1.545 -1.628 0.887  -1.154
H 1.520 -0.674 4.298  0.535
H 4.073 -1.467 0.487  0.532
C -1.402 4.678 -0.096  -0.628
C -1.013 3.278 0.373  -0.496
O -1.174 3.232 1.798  -0.790
P -2.232 2.048 -0.183  2.402
O -3.508 2.397 0.696  -0.986
O -2.758 2.402 -1.641  -0.982
O -1.812 0.629 -0.077  -1.100
P 0.691 2.875 -0.282  2.416
O 1.625 3.712 0.696  -1.028
O 0.730 3.388 -1.669  -1.142
O 0.944 1.399 -0.046  -1.172
H -2.391 4.941 0.287  0.198
H -1.392 4.743 -1.180  0.241
H -0.671 5.380 0.304  0.227
H -0.376 2.859 2.241  0.533
H -3.158 2.652 1.571  0.527
H -2.260 1.920 -2.316  0.525
H 1.680 3.268 1.576  0.538
Se 3.842 -1.995 -1.824  -0.426
C 4.751 -1.036 -3.083  0.054
N 5.287 -0.415 -3.906  -0.545

***

# 4
Below is 7 unconnected molecules or ions with the total composition C53H108N7O8, with properties calculated with ωB97M-V with the def2-TZVPD basis set.

Total charge   +5
Highest occupied orbital energy   -18.676 eV
Gap between HOMO and LUMO   4.91 eV
LUMO energy   -0.5059 Ha

Last column: Mulliken charge in e.
Positions of all 176 atoms, in Å:
N -0.994 0.765 0.282  0.338
O 0.056 0.903 -0.269  0.068
O -1.321 -0.347 0.736  -0.396
O -1.815 1.674 0.233  -0.581
C 0.654 6.313 1.417  -1.615
C -0.367 5.154 1.407  1.769
C -1.539 5.271 2.386  -0.750
C -2.620 6.252 1.909  -1.020
C -3.146 5.659 0.567  -1.199
C -2.116 5.510 -0.608  0.930
N -0.856 4.853 -0.048  0.753
O 0.129 4.453 -1.021  -0.130
C -1.915 6.928 -1.313  -1.285
C -2.729 4.579 -1.685  -1.708
C 0.504 3.967 1.685  -1.491
H 1.271 6.360 2.315  0.506
H 0.225 7.315 1.400  0.384
H 1.417 6.356 0.640  0.223
H -1.303 5.676 3.370  0.430
H -2.010 4.299 2.537  -0.007
H -2.226 7.268 1.884  0.432
H -3.382 6.365 2.680  0.508
H -3.987 6.207 0.141  0.616
H -3.474 4.641 0.778  0.373
H -1.350 6.880 -2.244  0.367
H -1.354 7.598 -0.661  0.362
H -2.940 7.296 -1.371  0.418
H -3.735 4.910 -1.942  0.509
H -2.769 3.499 -1.550  0.207
H -2.118 4.616 -2.587  0.456
H 0.182 2.990 1.325  -0.031
H 0.716 3.995 2.754  0.479
H 1.512 4.056 1.281  0.309
C 2.014 -4.741 0.389  -1.494
C 2.263 -3.285 1.058  1.629
C 1.883 -3.348 2.615  -0.426
C 2.889 -4.166 3.473  -1.033
C 4.366 -3.658 3.167  -1.274
C 4.829 -3.579 1.665  1.138
N 3.722 -2.917 0.806  1.118
O 4.101 -2.480 -0.503  -0.266
C 5.156 -4.974 1.094  -1.448
C 6.028 -2.613 1.675  -1.752
C 1.375 -2.206 0.329  -1.658
H 2.230 -5.553 1.083  0.338
H 2.519 -4.852 -0.571  0.368
H 0.981 -4.725 0.041  0.318
H 0.857 -3.710 2.683  -0.222
H 1.856 -2.320 2.976  0.464
H 2.906 -5.245 3.322  0.369
H 2.693 -4.081 4.542  0.504
H 5.117 -4.337 3.573  0.555
H 4.543 -2.720 3.693  0.478
H 5.142 -4.892 0.007  0.380
H 4.469 -5.768 1.387  0.324
H 6.192 -5.128 1.395  0.470
H 6.710 -2.973 2.444  0.486
H 5.842 -1.554 1.853  0.397
H 6.668 -2.680 0.795  0.423
H 1.518 -2.143 -0.750  0.688
H 1.464 -1.216 0.778  0.508
H 0.333 -2.509 0.422  -0.463
C -5.311 -3.770 -0.715  -1.588
C -4.049 -4.379 -0.136  1.462
C -3.030 -3.255 0.420  -0.905
C -1.973 -3.804 1.387  2.265
C -2.571 -4.510 2.520  -1.553
C -3.476 -5.727 2.256  1.457
N -4.512 -5.240 1.086  0.605
O -5.559 -6.131 0.770  -0.207
C -4.170 -5.981 3.610  -1.536
C -2.608 -6.907 1.806  -1.450
C -3.278 -5.219 -1.221  -1.333
H -6.191 -4.414 -0.710  0.466
H -5.168 -3.322 -1.698  0.308
H -5.683 -2.943 -0.110  0.424
H -3.639 -2.483 0.889  0.295
H -2.586 -2.806 -0.469  -0.379
H -1.431 -2.880 1.592  -0.909
H -1.209 -4.424 0.919  -0.329
H -3.161 -3.757 3.044  0.026
H -1.772 -4.814 3.197  0.680
H -4.892 -5.197 3.838  0.401
H -3.451 -6.110 4.419  0.370
H -4.593 -6.952 3.350  0.472
H -3.194 -7.743 1.422  0.434
H -2.096 -7.471 2.586  0.451
H -1.923 -6.628 1.006  0.246
H -3.741 -6.176 -1.462  0.372
H -2.295 -5.542 -0.879  0.259
H -3.174 -4.581 -2.099  0.354
C 2.922 2.425 -0.766  -1.638
C 4.019 2.002 -1.781  1.777
C 3.216 1.542 -3.062  -0.744
C 2.613 2.672 -3.772  0.100
C 3.625 3.875 -4.025  -1.613
C 4.630 4.354 -2.961  1.404
N 5.056 3.173 -2.039  0.801
O 6.103 3.352 -1.131  -0.228
C 3.972 5.504 -2.130  -1.528
C 5.947 4.816 -3.667  -1.664
C 4.734 0.650 -1.328  -1.804
H 2.430 1.604 -0.245  0.158
H 2.161 3.109 -1.142  0.185
H 3.342 3.091 -0.012  0.680
H 2.478 0.769 -2.848  -0.472
H 3.931 0.990 -3.672  0.916
H 1.744 2.976 -3.189  -0.333
H 2.229 2.312 -4.727  0.337
H 3.078 4.635 -4.583  0.523
H 4.218 3.385 -4.797  0.456
H 3.995 6.431 -2.702  0.519
H 4.532 5.891 -1.278  0.465
H 2.964 5.324 -1.757  0.103
H 6.405 4.104 -4.353  0.409
H 6.667 5.194 -2.941  0.457
H 5.701 5.635 -4.343  0.437
H 4.063 -0.209 -1.304  0.098
H 5.285 0.804 -0.401  0.567
H 5.489 0.372 -2.064  0.537
C -2.166 -0.794 -3.042  -2.633
C -1.177 -0.177 -4.014  2.615
C 0.187 -0.938 -3.875  -0.548
C 1.020 -0.725 -5.216  -0.293
C 0.241 -1.388 -6.309  -1.444
C -1.060 -0.674 -6.675  0.897
N -1.879 -0.351 -5.383  0.684
O -3.257 -0.095 -5.487  -0.233
C -2.019 -1.537 -7.613  -1.687
C -0.696 0.650 -7.461  -1.318
C -1.059 1.352 -3.686  -1.579
H -2.451 -1.792 -3.373  0.787
H -3.108 -0.285 -2.837  0.518
H -1.691 -1.140 -2.124  0.112
H 0.087 -2.004 -3.670  0.672
H 0.885 -0.716 -3.068  -0.443
H 1.956 -1.268 -5.089  0.608
H 1.271 0.288 -5.529  -0.073
H -0.011 -2.405 -6.012  0.391
H 0.883 -1.492 -7.184  0.557
H -3.023 -1.117 -7.678  0.468
H -2.265 -2.533 -7.244  0.384
H -1.566 -1.630 -8.600  0.428
H -1.617 1.111 -7.819  0.427
H 0.012 0.426 -8.258  0.404
H -0.285 1.341 -6.725  0.294
H -1.964 1.931 -3.869  0.649
H -0.384 1.841 -4.388  0.232
H -0.812 1.550 -2.642  0.036
C -0.555 3.427 5.767  -1.522
C -0.911 2.192 4.920  0.476
C -1.789 1.101 5.640  -0.642
N -2.298 -0.030 4.636  0.374
C -3.215 0.406 3.531  -0.902
C -3.107 -0.987 5.524  -0.648
C -2.109 -1.950 6.115  -1.023
C -1.040 -2.094 5.064  -0.301
C -1.187 -1.006 4.051  0.083
H -0.046 3.200 6.704  0.429
H -1.453 4.019 5.941  0.380
H 0.234 3.980 5.257  0.340
H -0.046 1.808 4.380  0.347
H -1.453 2.647 4.091  -0.331
H -2.701 1.509 6.075  0.408
H -1.132 0.600 6.351  0.312
H -2.651 1.036 2.843  0.208
H -3.982 1.038 3.979  0.429
H -3.607 -0.424 2.944  0.300
H -3.867 -1.478 4.916  0.423
H -3.733 -0.498 6.270  0.466
H -2.538 -2.941 6.265  0.402
H -1.694 -1.576 7.051  0.380
H -1.115 -3.124 4.717  0.127
H -0.040 -2.008 5.488  0.420
H -1.708 -1.432 3.194  -0.547
H -0.389 -0.356 3.692  0.497

***

# 5
Below is a molecular structure, C21H31ClFeN2O2, with properties calculated with ωB97M-V with the def2-TZVPD basis set.

Total charge   -1
Highest occupied orbital energy (spin up / spin down)   -0.258 / -3.839 eV
Gap between HOMO and LUMO (spin up / spin down)   3.09 / 6.65 eV
Spin multiplicity   6
LUMO energy (spin up / spin down)   0.1041 / 0.1033 Ha

Last column: Mulliken spin population.
Positions of all 58 atoms, in Å:
Fe 0.695 0.086 0.535  3.540
Cl -1.148 -0.975 -0.453  0.083
N 1.620 -1.589 0.799  0.478
N -1.766 1.970 0.619  0.026
C 2.893 -1.618 0.274  0.634
C -1.814 2.749 -0.405  0.002
C 1.406 -2.897 1.492  -0.058
C 2.832 -3.402 1.716  -0.005
C 0.579 -3.777 0.580  0.018
C 0.604 -2.635 2.748  0.028
H 1.145 -4.011 -0.332  -0.004
H -0.335 -3.212 0.289  0.002
H 0.326 -4.717 1.114  0.000
H 1.108 -1.892 3.369  0.018
H 0.500 -3.578 3.307  -0.006
H -0.388 -2.265 2.461  0.001
C -3.092 1.902 1.276  -0.009
C -3.912 2.910 0.467  -0.001
C -2.797 2.159 2.743  0.012
C -3.580 0.473 1.190  0.002
H -3.564 0.122 0.154  -0.002
H -4.594 0.428 1.615  0.000
H -2.879 -0.167 1.742  0.004
H -2.383 3.162 2.883  -0.001
H -2.033 1.420 3.051  -0.002
H -3.714 2.041 3.334  0.000
O -2.973 3.403 -0.614  0.000
H -4.251 3.760 1.091  0.000
H -4.763 2.425 -0.046  0.000
O 3.642 -2.625 0.687  -0.035
H 2.985 -4.475 1.539  -0.003
H 3.220 -3.107 2.709  0.011
C 3.259 -0.473 -0.634  -0.099
C -0.533 2.927 -1.252  -0.012
C 0.286 1.719 -1.793  -0.051
H 0.163 3.456 -0.576  0.005
H -0.806 3.575 -2.085  0.001
C 1.202 0.967 -1.081  0.355
C 2.176 0.136 -1.547  -0.361
H 1.049 1.271 1.238  -0.089
C 1.861 -0.433 -2.831  0.087
C 0.731 0.068 -3.502  0.007
C 2.598 -1.660 -3.299  0.044
C 0.009 1.213 -3.085  0.011
H 0.430 -0.405 -4.451  0.008
C -1.114 1.781 -3.919  0.002
H -1.160 1.223 -4.867  -0.001
H -0.988 2.852 -4.157  0.001
H -2.059 1.670 -3.359  0.000
H 3.690 -1.526 -3.272  -0.001
H 2.288 -1.884 -4.332  0.001
H 2.348 -2.504 -2.629  -0.012
H 4.110 -0.829 -1.259  0.024
H 3.583 0.342 0.041  0.149
C 0.817 1.019 2.406  0.141
H 0.498 2.079 2.444  -0.003
H 1.867 0.899 2.763  0.070
H 0.124 0.450 3.101  -0.011

***

# 6
Below is a molecular structure, C10H12BrGaNP, with properties calculated with ωB97M-V with the def2-TZVPD basis set.

Highest occupied orbital energy (spin up / spin down)   -5.311 / -5.553 eV
Gap between HOMO and LUMO (spin up / spin down)   4.01 / 4.32 eV
LUMO energy (spin up / spin down)   -0.0476 / -0.0452 Ha

Last column: natural (NBO) charge in e.
Positions of all 26 atoms, in Å:
C -0.772 0.635 -2.768  -0.349
C -1.564 1.811 -2.519  -0.358
C -0.689 2.890 -2.238  -0.302
C 0.650 2.421 -2.380  -0.356
C 0.635 1.030 -2.667  -0.346
Ga 0.747 -1.898 -0.484  0.490
P -0.356 -3.826 -0.478  -0.039
H -1.132 -0.385 -3.005  0.185
H -2.668 1.809 -2.497  0.193
H -0.982 3.886 -1.903  0.195
H 1.485 0.327 -2.817  0.200
H 1.570 2.987 -2.254  0.191
H 0.545 -4.857 -0.991  0.089
H -1.521 -3.944 -1.304  0.068
H -0.729 -4.269 0.828  0.040
Br -2.095 -0.222 4.272  0.101
C -0.604 -0.066 3.108  -0.109
C 0.496 0.703 3.488  -0.162
C 1.585 0.809 2.619  -0.220
C 1.581 0.083 1.430  0.084
N 0.511 -0.680 1.114  -0.586
C -0.607 -0.712 1.887  0.028
H 0.485 1.222 4.450  0.247
H 2.445 1.439 2.855  0.245
H 2.422 0.099 0.736  0.251
H -1.436 -1.290 1.518  0.220